(1)
Below is a molecular structure, C5H7NO at a distorted geometry, with properties calculated with the ωB97M-V functional and the def2-TZVPD basis.

HOMO-LUMO gap (hartree): 0.3925
E_HOMO (eV): -9.78
Lowest unoccupied orbital energy (eV): 0.90
E (Ha): -324.60754

Cartesian coordinates (Å):
O1 -0.566 -1.012 -1.782
C1 -1.011 -0.475 -0.564
C2 -0.345 -0.937 0.713
C3 0.879 -0.085 0.919
C4 0.976 0.920 -0.219
C5 -0.554 0.924 -0.053
N1 -0.441 0.376 1.369
H1 0.376 -1.211 -1.695
H2 -2.099 -0.567 -0.571
H3 -0.529 -1.837 1.284
H4 1.632 -0.335 1.656
H5 1.421 0.576 -1.164
H6 1.441 1.868 0.057
H7 -1.180 1.796 0.050

Mulliken atomic charge list, values in e, 2 entries: O -0.563; C -0.169



(2)
Below is 9 unconnected molecules or ions with the total composition C33H56N2O21 at a distorted geometry, with properties calculated with the ωB97M-V functional and the def2-TZVPD basis.

HOMO-LUMO gap (hartree): 0.3817
E_HOMO (eV): -10.25
Lowest unoccupied orbital energy (eV): 0.14
E (Ha): -2980.42243

Cartesian coordinates (Å):
C1 -4.278 -3.928 -2.033
C2 -3.015 -4.060 -2.826
C3 -2.836 -3.140 -4.044
O1 -1.641 -2.380 -3.695
C4 -1.328 -2.618 -2.424
O2 -0.433 -2.085 -1.814
O3 -2.017 -3.641 -1.948
H1 -4.332 -4.606 -1.234
H2 -5.202 -4.074 -2.643
H3 -4.261 -2.909 -1.703
H4 -2.808 -5.076 -3.143
H5 -3.664 -2.375 -4.109
H6 -2.802 -3.646 -5.013
C5 -0.427 0.643 0.185
C6 -1.164 -0.065 1.329
C7 -2.627 0.155 1.519
O4 -3.086 -1.069 1.049
C8 -2.133 -1.956 0.972
O5 -2.280 -3.128 0.664
O6 -0.939 -1.420 1.211
H7 -0.709 1.629 0.130
H8 -0.692 0.298 -0.771
H9 0.651 0.537 0.452
H10 -0.588 0.233 2.193
H11 -3.065 1.059 1.063
H12 -2.836 0.204 2.550
C9 0.905 -5.171 -0.182
C10 -0.213 -6.108 0.218
C11 -1.311 -6.407 -0.785
O7 -1.494 -7.830 -0.549
C12 -0.443 -8.316 0.082
O8 -0.270 -9.506 0.272
O9 0.308 -7.345 0.525
H13 1.752 -5.346 0.379
H14 0.564 -4.141 -0.060
H15 1.254 -5.233 -1.248
H16 -0.731 -5.742 1.086
H17 -0.930 -6.293 -1.804
H18 -2.129 -5.746 -0.533
C13 0.452 6.908 1.680
C14 -0.633 6.240 2.519
C15 -1.813 5.875 1.715
O10 -2.028 4.488 1.963
C16 -1.039 3.990 2.642
O11 -1.020 2.833 3.013
O12 -0.191 4.997 3.002
H19 0.325 7.933 1.512
H20 0.607 6.465 0.705
H21 1.479 6.714 2.044
H22 -0.900 6.872 3.341
H23 -1.504 5.944 0.660
H24 -2.760 6.467 1.912
C17 0.767 -3.708 3.212
O13 1.172 -3.120 4.408
C18 1.617 -1.902 4.373
O14 1.738 -1.055 3.207
O15 2.066 -1.499 5.573
C19 2.593 -0.232 5.722
H25 0.164 -2.996 2.587
H26 -0.018 -4.440 3.388
H27 1.580 -4.232 2.677
H28 1.779 0.548 5.674
H29 3.364 -0.010 5.050
H30 3.081 -0.155 6.700
C20 -1.240 4.160 -1.263
O16 -1.536 2.995 -2.042
C21 -2.528 2.233 -1.652
O17 -3.493 2.607 -0.730
O18 -2.640 1.050 -2.345
C22 -3.803 0.267 -2.154
H31 -2.007 4.919 -1.382
H32 -0.270 4.592 -1.480
H33 -1.280 3.898 -0.203
H34 -4.060 0.221 -1.085
H35 -3.608 -0.696 -2.568
H36 -4.619 0.732 -2.643
C23 2.053 2.357 2.916
O19 3.030 3.023 2.211
C24 2.576 3.693 1.090
O20 1.235 3.564 0.564
O21 3.459 4.533 0.647
C25 3.266 5.182 -0.583
H37 2.550 1.509 3.402
H38 1.460 1.745 2.251
H39 1.454 2.978 3.636
H40 4.101 5.818 -0.864
H41 2.297 5.739 -0.740
H42 3.196 4.427 -1.325
C26 1.322 2.421 -2.819
C27 1.458 1.362 -3.864
C28 0.125 0.681 -4.248
C29 0.380 -0.265 -5.415
N1 0.567 -0.985 -6.302
H43 2.257 2.840 -2.411
H44 0.763 2.057 -1.946
H45 0.857 3.335 -3.299
H46 2.259 0.700 -3.666
H47 1.717 1.909 -4.700
H48 -0.620 1.452 -4.384
H49 -0.197 0.046 -3.345
C30 3.483 0.779 -0.481
C31 3.549 -0.434 0.471
C32 2.708 -1.691 -0.033
C33 3.388 -2.975 0.322
N2 3.996 -3.942 0.592
H50 3.771 0.492 -1.519
H51 4.238 1.472 -0.163
H52 2.452 1.180 -0.536
H53 3.261 -0.114 1.480
H54 4.648 -0.704 0.513
H55 2.638 -1.661 -1.120
H56 1.810 -1.832 0.563

Mulliken atomic charge list, values in e, 2 entries: C -1.118; C 0.269



(3)
Below is a single C23H25FN4OS molecule, with properties calculated with the ωB97M-V functional and the def2-TZVPD basis.

HOMO-LUMO gap (hartree): 0.3052
E_HOMO (eV): -7.72
Lowest unoccupied orbital energy (eV): 0.59
E (Ha): -1683.76950

Cartesian coordinates (Å):
C1 -4.429 -0.485 -0.478
H1 -4.465 -0.651 -1.553
C2 -2.985 -0.447 0.009
N1 -2.315 -1.694 -0.272
C3 -1.630 -2.381 0.668
O1 -1.696 -2.135 1.858
C4 -0.796 -3.495 0.132
C5 -0.676 -4.682 0.849
C6 0.129 -5.690 0.348
C7 0.793 -5.465 -0.850
N2 0.715 -4.328 -1.520
C8 -0.053 -3.368 -1.040
H2 -0.055 -2.446 -1.609
H3 1.426 -6.222 -1.293
H4 0.240 -6.627 0.871
H5 -1.215 -4.795 1.778
H6 -2.167 -1.916 -1.244
H7 -2.969 -0.334 1.096
C9 -2.212 0.712 -0.669
C10 -2.701 2.046 -0.189
C11 -2.900 2.491 1.082
C12 -3.312 3.842 1.141
C13 -3.418 4.410 -0.086
S1 -3.015 3.307 -1.340
H8 -3.707 5.411 -0.338
H9 -3.519 4.361 2.059
H10 -2.767 1.880 1.957
N3 -0.773 0.513 -0.526
C14 0.013 1.306 -1.453
H11 -0.404 1.202 -2.457
C15 1.463 0.814 -1.461
N4 1.994 0.917 -0.124
C16 3.309 1.236 0.141
C17 4.351 1.144 -0.791
C18 5.644 1.538 -0.509
C19 5.959 2.030 0.744
C20 4.959 2.122 1.697
C21 3.667 1.742 1.400
H12 2.901 1.854 2.151
H13 5.184 2.507 2.680
H14 6.969 2.332 0.970
H15 6.392 1.434 -1.279
F1 4.130 0.627 -2.031
C22 1.201 0.157 0.815
H16 1.622 0.226 1.816
C23 -0.236 0.673 0.814
H17 -0.822 0.084 1.518
H18 -0.243 1.729 1.133
H19 1.188 -0.904 0.519
H20 2.033 1.446 -2.141
H21 1.495 -0.223 -1.825
H22 0.004 2.376 -1.182
H23 -2.411 0.646 -1.747
H24 -4.921 0.458 -0.255
H25 -4.969 -1.287 0.017

Mulliken atomic charge list, values in e, 2 entries: C -1.700; H 0.377



(4)
Below is a molecular structure, C32H56BO29V at a distorted geometry, with properties calculated with the ωB97M-V functional and the def2-TZVPD basis.

<S²>: 3.752
HOMO-LUMO gap (spin up / spin down) (hartree): 0.3076 / 0.3325
Multiplicity: 4
E_HOMO (spin up / spin down) (eV): -10.24 / -10.92
Lowest unoccupied orbital energy (spin up / spin down) (eV): -1.87 / -1.87
Total charge: +1
E (Ha): -4403.89918

Cartesian coordinates (Å):
V1 -0.101 -0.448 -0.087
O1 -0.452 2.095 0.977
C1 -0.127 3.101 1.518
O2 -0.043 3.332 2.818
B1 0.706 4.576 3.053
O3 0.866 5.187 1.715
C2 0.468 4.352 0.810
O4 0.536 4.516 -0.383
O5 2.065 4.281 3.603
C3 2.201 4.844 4.773
O6 3.103 4.677 5.542
C4 0.945 5.731 5.025
O7 0.114 5.491 3.998
O8 0.737 6.435 5.955
C5 -0.713 3.011 -4.628
C6 -1.593 3.093 -3.409
O9 -2.297 1.864 -3.223
C7 -1.928 1.002 -2.321
O10 -1.060 1.187 -1.505
O11 -2.577 -0.157 -2.334
C8 -3.497 -0.492 -3.344
H1 0.030 2.223 -4.456
H2 -0.080 3.894 -4.729
H3 -1.187 2.739 -5.568
H4 -2.253 3.958 -3.492
H5 -1.027 3.356 -2.511
H6 -4.430 -0.935 -2.986
H7 -3.040 -1.275 -3.956
H8 -3.850 0.355 -3.933
C9 3.614 -5.490 1.147
C10 3.709 -4.058 1.685
O12 2.522 -3.328 1.294
C11 2.482 -2.535 0.263
O13 1.591 -1.764 0.014
O14 3.543 -2.676 -0.533
C12 3.749 -1.727 -1.589
H9 3.294 -5.368 0.111
H10 2.848 -6.077 1.647
H11 4.608 -5.928 1.172
H12 4.629 -3.591 1.343
H13 3.692 -3.965 2.769
H14 3.741 -0.708 -1.199
H15 3.069 -1.854 -2.422
H16 4.812 -1.840 -1.798
C13 -0.738 -0.748 -5.773
C14 0.516 -0.953 -4.944
O15 0.575 -2.166 -4.221
C15 0.283 -2.150 -2.912
O16 0.191 -1.177 -2.222
O17 0.241 -3.367 -2.419
C16 0.235 -4.523 -3.301
H17 -0.494 -0.063 -6.583
H18 -1.563 -0.331 -5.193
H19 -1.098 -1.699 -6.170
H20 0.695 -0.062 -4.333
H21 1.402 -0.918 -5.582
H22 1.221 -4.716 -3.716
H23 -0.561 -4.411 -4.028
H24 0.033 -5.315 -2.581
C17 -3.721 2.960 1.561
C18 -4.448 1.929 0.654
O18 -4.595 0.648 1.253
C19 -3.578 -0.210 1.215
O19 -2.537 -0.040 0.647
O20 -3.875 -1.318 1.920
C20 -4.761 -1.294 3.044
H25 -4.465 3.587 2.046
H26 -3.035 3.580 0.989
H27 -3.188 2.393 2.326
H28 -4.046 1.943 -0.357
H29 -5.468 2.307 0.607
H30 -5.525 -0.525 3.050
H31 -4.122 -1.287 3.927
H32 -5.264 -2.260 3.101
C21 3.864 3.833 1.093
C22 3.199 2.538 0.682
O21 2.943 2.577 -0.724
C23 2.126 1.723 -1.267
O22 1.637 0.776 -0.708
O23 2.009 1.869 -2.576
C24 2.484 3.098 -3.155
H33 4.355 3.777 2.070
H34 3.110 4.605 1.243
H35 4.723 4.102 0.480
H36 2.398 2.213 1.347
H37 3.937 1.735 0.814
H38 3.446 2.881 -3.611
H39 2.484 3.933 -2.459
H40 1.830 3.451 -3.954
C25 -3.937 -4.048 -1.736
C26 -3.579 -3.432 -0.368
O24 -2.441 -4.120 0.130
C27 -1.308 -3.495 0.400
O25 -1.093 -2.318 0.302
O26 -0.334 -4.336 0.655
C28 -0.506 -5.758 0.712
H41 -4.288 -5.074 -1.657
H42 -3.067 -3.981 -2.389
H43 -4.704 -3.412 -2.181
H44 -4.381 -3.449 0.365
H45 -3.310 -2.389 -0.554
H46 -1.258 -6.171 0.045
H47 -0.831 -5.956 1.736
H48 0.474 -6.198 0.567
C29 3.753 1.572 4.484
C30 2.274 1.226 4.615
O27 1.890 0.594 3.374
C31 0.695 0.082 3.192
O28 0.364 -0.397 2.135
O29 -0.089 0.262 4.244
C32 -1.453 -0.154 4.076
H49 4.375 0.740 4.158
H50 4.141 1.981 5.415
H51 3.838 2.381 3.756
H52 1.686 2.092 4.899
H53 2.210 0.485 5.413
H54 -1.966 0.664 3.573
H55 -1.902 -0.335 5.047
H56 -1.524 -1.064 3.482

Mulliken atomic charge list, values in e, 2 entries: V 1.435; O 0.126



Relative energy (zero: lowest compared OMol25 entry of this formula, charge and spin), record by record: 73.4, 21.5, 0.0, 21.6 kcal/mol